# 1
C15H31EuNO2P2 as an isolated structure. Source: the OMol25 dataset; level of theory: the ωB97M-V functional and the def2-TZVPD basis.

Output
* strongest force on any atom: 1.90 eV/A
* total energy: -2188.10365 a.u.
* highest occupied orbital energy (alpha / beta): -5.51 / -8.23 eV
* <S²>: 15.879

The geometry in ORCA input format:
```
! RIJCOSX wB97M-V def2-TZVPD def2/J DEFGRID3
* xyz 0 8
H 1.3654 0.9948 -8.0262
O 0.1437 2.4752 2.2124
H 2.1853 2.8006 -6.6110
H -0.8270 -3.5525 -5.9123
H -2.0053 -2.4110 -6.6272
H -1.2950 -0.4846 -7.9889
H -2.4995 -1.2001 -3.3620
C 1.6634 0.8321 -2.7837
C -0.9578 -2.7345 -6.6291
H -2.4736 1.1812 -3.3908
C -0.2172 -0.4557 -7.7945
O -1.3229 2.1791 3.8468
H -1.0868 0.5667 -4.1782
C -0.7264 1.6635 -2.3974
H -0.6721 -3.0565 -7.6387
H 0.3523 -2.8103 1.1549
H -1.3204 2.4005 -1.8439
H 0.5922 -0.4371 -4.1828
C -1.5156 0.6919 -3.1877
C 1.2014 -0.5717 -3.2817
H -0.2363 1.5718 -8.4981
H 2.1135 -1.0719 -3.6241
C -1.5189 2.5215 -6.6071
C -0.7894 -1.5286 -2.0696
H -2.3230 1.7816 -6.7058
H 0.8033 3.5400 -7.4790
P 0.1278 -1.3340 -6.1878
H 2.0275 -2.8884 -6.2186
H -1.3346 2.9857 -7.5865
C 0.6161 1.7549 -2.2799
P 0.0636 1.7275 -6.0694
H 2.4040 0.7000 -1.9830
C 0.1158 -2.0067 1.8665
C 0.3015 0.9591 -7.7639
C 0.5252 -1.4480 -2.3117
N -0.6979 1.7470 2.9075
H 1.1951 -2.0635 -1.6870
H -0.8937 -2.1112 2.3136
H 1.0926 3.9163 -5.7408
H -1.1147 -2.2522 -1.3082
H -2.5639 -0.5174 -1.7375
H 0.2754 -1.0254 -8.5913
H 2.4704 -1.3238 -6.9619
C 1.6769 -2.0727 -6.8587
H 1.4251 -2.4701 -7.8512
C 1.1469 3.1422 -6.5147
Eu 0.3138 0.3644 1.1155
C -1.8923 -0.6961 -2.5888
H 0.9931 2.5977 -1.6871
H -1.8236 3.2903 -5.8888
H 0.8928 -1.8828 2.6563
H 2.2175 1.2803 -3.6227
*
```

# 2
C15H31N2O3PPdSi as an isolated structure. Source: the OMol25 dataset; level of theory: the ωB97M-V functional and the def2-TZVPD basis.

Output
* strongest force on any atom: 7.92 eV/A
* total energy: -1683.85090 a.u.
* highest occupied orbital energy (alpha / beta): -4.86 / -7.11 eV
* <S²>: 6.058

The geometry in ORCA input format:
```
! RIJCOSX wB97M-V def2-TZVPD def2/J DEFGRID3
* xyz 0 5
H -3.2087 0.0201 -2.3690
C 0.9145 -3.6537 -0.8347
C -2.6004 0.8787 -2.7007
N -0.2728 -1.6606 -0.1704
H -0.3205 2.1940 -4.0451
H 3.0800 -0.6056 0.4278
Si 2.1486 0.2435 -0.4148
C 0.0143 2.0257 -3.0061
C -0.3697 -0.8202 -3.3617
H -3.0972 2.5638 0.8799
P -0.8262 0.5677 -2.2375
H 1.7929 -3.0346 -1.0416
H 2.3830 2.7016 -0.9982
Pd -0.2630 0.0988 0.1452
H 0.8891 -1.7440 4.5199
H -0.1790 -6.8994 -0.9061
H -2.7291 1.0193 -3.7893
H -0.4858 3.1460 2.2279
C -1.0264 3.1227 1.2543
H 0.6858 -1.0797 -3.1789
H -0.2008 2.9208 -2.3989
C -0.2021 -5.8155 -0.7535
H -0.9887 -1.6969 -3.1098
H 0.3698 3.9322 -0.2047
O 0.7662 -0.1315 1.7925
H -2.2611 -5.7924 -0.0683
H -2.9570 1.7789 -2.1721
C -2.5295 3.2427 1.5388
H 2.5345 -0.1796 -1.8186
O -0.7576 1.8972 0.6291
C -1.3698 -5.1922 -0.2833
C 0.1582 -0.6096 2.8566
H 2.6210 -0.1771 5.0937
N 2.1973 -0.1222 4.1393
H -0.5150 -0.5511 -4.4225
O -1.0956 -0.9911 2.7640
C 0.8473 -0.6842 4.1878
H 2.7911 -0.6628 3.4698
H 3.9290 2.0564 -0.3655
C 2.8302 2.0320 -0.2421
H 2.5881 2.4530 0.7502
C -1.4068 -3.8083 -0.0855
H 2.1548 0.8827 3.8503
C 0.9361 -5.0372 -1.0266
H -1.2827 4.6224 -0.3153
H -2.8699 4.2766 1.3496
H -0.1811 5.1149 1.0122
C -0.2617 -3.0143 -0.3586
H 0.2447 -0.1073 4.9238
H 1.1030 1.8509 -2.9926
H -2.3110 -3.3121 0.2810
H -2.7567 2.9874 2.5890
H 1.8507 -5.5165 -1.3935
C -0.5025 4.2696 0.3822
*
```

# 3
An isolated ion of composition C15H31N4O3 and charge +1. Source: the OMol25 dataset; level of theory: the ωB97M-V functional and the def2-TZVPD basis.

Output
* strongest force on any atom: 2.29 eV/A
* SMILES: CNC(=O)[C@@H](CCCC[NH3+])NC(=O)[C@@H](CC(C)C)NC(C)=O
* total energy: -1034.75018 a.u.
* highest occupied orbital energy: -12.23 eV

The geometry in ORCA input format:
```
! RIJCOSX wB97M-V def2-TZVPD def2/J DEFGRID3
* xyz 1 1
H 4.0039 1.4942 2.2575
C -2.5219 1.5121 -2.9069
H -1.0306 -0.2661 1.3442
N -4.1765 -2.2966 0.1831
H -1.2168 0.3174 -4.1603
H -6.0932 -3.0453 0.0902
C 2.6892 -0.6707 4.6010
C -1.9228 -1.3876 -0.2557
H -0.2524 2.9885 -3.3695
H 0.2509 1.6089 -2.6832
C -2.3074 0.8146 -1.5524
H -1.7505 1.8036 -4.8725
H 4.5374 0.3036 -1.5499
H -3.1626 1.0412 -0.9350
H 4.6571 -0.1160 2.7434
C 1.9324 -0.6986 2.2787
C -3.2186 -1.4401 0.5564
H 2.0069 1.0588 3.5966
C 0.4562 -0.8414 0.2290
C 2.6226 0.2042 3.3695
C 2.5956 0.9875 -0.9040
H 0.8938 0.9492 1.3976
H 1.7072 -1.1314 4.8711
H -2.8638 -1.1072 -2.2007
H 1.0557 -1.1629 2.7320
H -5.9803 -1.3954 0.7557
H -1.1445 -0.8312 -2.2205
H -5.5105 -2.8067 1.8097
O 1.5748 1.4868 -1.4208
H -3.9336 -2.9562 -0.5444
H 3.4218 -1.4631 4.4838
N -0.8373 -0.7733 0.5183
H -1.6776 -2.4110 -0.3406
C -2.0593 -0.6984 -1.6326
H -1.4626 1.2793 -1.0908
N -0.1047 2.0066 -3.5430
N 2.6007 0.4246 0.2789
O -3.4155 -0.6479 1.4538
C 4.0276 0.7170 3.0346
H 2.6269 -1.4885 1.9679
C 1.4289 0.0544 1.0759
H 4.4152 1.1261 3.9755
H 3.8042 1.4200 -2.6683
H 0.6202 1.8063 -4.2385
H 3.4782 0.0050 0.5651
H -3.4120 1.0648 -3.2899
H 3.0112 -0.0691 5.4275
C -1.3930 1.3834 -3.9524
O 0.9044 -1.5375 -0.6776
C -5.5361 -2.4072 0.7728
C 3.9273 1.1880 -1.5785
H 4.4349 2.0247 -1.0585
H -2.7007 2.5783 -2.7234
*
```

# 4
C15H31NO2P2Pb as an isolated structure. Source: the OMol25 dataset; level of theory: the ωB97M-V functional and the def2-TZVPD basis.

Output
* strongest force on any atom: 3.58 eV/A
* total energy: -1670.54177 a.u.
* highest occupied orbital energy: -7.45 eV

The geometry in ORCA input format:
```
! RIJCOSX wB97M-V def2-TZVPD def2/J DEFGRID3
* xyz 0 1
H -0.5683 2.1570 -2.3842
C 1.2071 -1.9277 -2.4554
C 1.7147 0.5597 -1.8686
H 4.1376 -0.5780 0.1221
O -0.7748 1.1351 4.9744
C 0.5441 -2.0468 -1.1111
C -2.0785 3.2621 2.0717
H -2.5816 0.7420 -0.5337
N -2.0294 1.3174 5.2354
H 0.3914 -0.1946 -3.4655
H -1.5025 3.5509 1.1639
H -1.6301 -0.3189 -1.5745
Pb -1.0127 1.3161 2.4787
H -0.1242 -0.1015 0.9892
H 1.6213 1.6309 -2.1671
H 2.2207 2.6734 -0.5190
H 2.1370 -0.3439 -3.7385
C 1.6125 2.8616 0.3642
H 2.0013 2.3597 1.2505
C -0.4009 2.9607 -1.6419
P -0.0740 2.3419 0.0359
C 3.2797 -1.0039 -0.4509
C -2.5993 -3.1346 -0.7973
H -1.2596 -1.4975 2.0791
C -0.4905 0.4462 0.0671
H -0.5464 -2.1814 -1.2490
H -3.3251 -3.8273 -0.3509
H 3.7373 -1.5197 -1.3296
H 0.5195 3.5379 -1.7932
P -2.9039 -1.4923 0.0954
C 2.4800 -1.9469 0.5100
H 2.1521 -2.4719 -2.5914
H -1.5783 -3.4963 -0.5652
H 2.9511 -2.9490 0.6002
C 1.0170 -2.0561 0.1504
H 2.6021 -1.5110 1.5233
H -3.1340 3.4341 1.8548
O -2.4366 1.0725 6.3600
H -2.8964 -2.0977 2.4435
H -1.7718 -3.0925 1.4834
H -1.2525 3.6381 -1.4849
C 2.4239 0.2041 -0.7440
H 0.3275 -2.2448 0.9880
C -2.1103 -2.0662 1.6685
H 0.5267 -2.4454 -3.1645
H 1.5661 3.9367 0.4836
H 0.3360 0.0544 -0.5381
H -2.7720 -3.0451 -1.8781
C 1.3447 -0.4864 -2.9607
C -1.8192 -0.0388 -0.5344
H 2.5550 0.9273 0.0711
H -1.7333 3.9964 2.8274
*
```

# 5
A 3-piece molecular cluster, C15H32BrIO7 overall. Source: the OMol25 dataset; level of theory: the ωB97M-V functional and the def2-TZVPD basis.

Output
* strongest force on any atom: 8.96 eV/A
* SMILES: C[C@@H](Br)COC(=O)OCCCI.COCCOC.COCCOC
* total energy: -3988.85728 a.u.
* highest occupied orbital energy: -9.03 eV

The geometry in ORCA input format:
```
! RIJCOSX wB97M-V def2-TZVPD def2/J DEFGRID3
* xyz 0 1
C -3.4770 -2.0014 3.0109
C -1.0286 -1.0544 -2.7753
H -1.7757 -1.3655 -2.0401
H -2.1502 2.3267 -1.4912
H 1.3699 -3.2043 4.3290
H 1.5544 2.6657 -6.1875
C 1.7759 1.4904 -3.7062
H -4.2000 -1.7335 2.1039
H 4.5001 -2.2877 4.7228
C 2.9488 0.9233 -2.9007
H -2.0349 1.4008 0.8059
C 2.6885 -1.6548 3.3030
C 2.4416 2.8061 -5.5633
H -3.2288 0.9473 4.7326
H 2.6552 -0.0478 -2.4888
O -1.0179 0.3568 -2.9630
H 3.2064 1.5805 -2.0595
H 0.9082 1.5773 -3.0473
H -3.8077 1.9978 -2.0160
H -2.0371 -0.3743 0.7304
C 3.5439 -1.5873 4.7390
I 3.9857 0.4724 5.3550
H -1.2240 -1.5489 -3.7307
H 2.8839 3.7777 -5.7969
C -2.3359 0.8922 -3.1227
C -1.0710 -2.4044 3.1872
H -0.9803 0.5453 -0.3574
C -4.0464 -1.2363 4.3451
O 2.0651 2.8057 -4.1902
H -2.2747 1.6627 -3.8982
C 5.0651 1.7228 -3.6084
H 3.1764 2.0284 -5.7872
O -1.2384 -3.1312 4.3262
H -0.0418 -1.3587 -2.4168
O 0.2947 -2.4497 2.5662
H -3.3602 -1.4813 5.2610
C -1.9555 0.5393 0.1366
H 0.6832 -1.3556 4.3580
H 5.7748 1.6238 -4.4338
O -2.1301 -1.5655 2.6024
H -3.5797 -3.1690 3.1728
H 1.5051 0.8211 -4.5315
H 2.6324 -0.5750 2.8335
H 2.8456 -2.0443 5.5915
C -4.1436 0.3962 4.2212
O -3.0282 0.5606 -0.7994
C -2.8344 1.5381 -1.8264
H -5.1132 0.7694 4.7991
H 5.6037 1.6020 -2.6646
H -3.0318 0.1182 -3.4729
C 1.1960 -2.2057 3.7023
H -4.2272 0.7776 3.0960
H 4.6189 2.7200 -3.6527
Br -5.8852 -1.9393 4.7083
H 3.2468 -2.3640 2.5235
O 4.0893 0.6939 -3.7349
*
```